Model one:
9
Properties=species:S:1:pos:R:3 method="wB97M-V/def2-TZVPD" charge=0 spin_multiplicity=1 orbital_gap_ev=10.0
C 1.5751 -0.5415 0.4733
C -1.2795 0.8849 -0.7884
N 2.2586 0.1990 1.1422
O 1.1228 -1.3444 -0.2149
F -0.1018 1.1525 -0.2760
F -2.1462 1.6781 -0.1866
Br -2.0460 -1.5272 -0.0347
H -1.6115 -1.7082 -1.4442
H 2.2287 1.2068 1.3294



Model two:
9
Properties=species:S:1:pos:R:3 method="wB97M-V/def2-TZVPD" charge=0 spin_multiplicity=1 orbital_gap_ev=9.8
C 1.0313 0.3067 0.0256
C -0.8039 -0.1705 -0.9302
N 0.6969 0.0989 1.2602
O 1.8884 0.8145 -0.6341
F -1.3887 1.0013 -0.9540
F -0.7115 -0.5078 -2.2219
Br -1.8522 -1.4142 0.0565
H -0.2641 -0.3869 1.4061
H 1.4037 0.2580 1.9918



It comes down to model two, which is 29.1 kcal/mol more stable than the next structure.